Record 1
Here is C2H8N4O2Sn as an isolated structure at a distorted geometry from OMol25. Energies are from ωB97M-V/def2-TZVPD.

Last column: Mulliken charge in e.
Geometry (Å):
H  1.570  -1.806  -0.268  0.3338
N  0.607  2.664  -1.122  -0.3411
C  -0.211  2.178  -0.293  0.7249
H  0.127  1.171  1.399  0.1768
C  -0.271  -2.062  0.273  0.5521
N  0.506  1.697  0.625  -0.5564
H  1.487  1.771  0.396  0.1968
H  0.746  -0.418  0.409  0.0794
N  -0.243  -3.268  -0.078  -0.0804
H  1.559  2.898  -0.878  0.2271
O  -1.455  2.074  -0.204  -0.5853
Sn  -3.573  0.361  0.953  1.8013
H  -1.089  -3.797  0.083  0.3393
H  0.644  -3.731  -0.212  0.2941
N  0.788  -1.412  0.235  0.0630
O  -1.331  -1.514  0.525  -0.5192
H  0.140  3.194  -1.844  0.2938

Summary:
E_LUMO (spin up / spin down) ... -0.535 / -0.623 hartree
Spin multiplicity ... 2
Charge ... +3
Expectation value of S² ... 0.771
HOMO-LUMO gap (spin up / spin down) ... 6.31 / 3.87 eV

Record 2
Here is a 2-piece molecular cluster, C2H8N5S2 overall at a distorted geometry from OMol25. Energies are from ωB97M-V/def2-TZVPD.

Last column: Mulliken charge in e.
Geometry (Å):
H  -1.931  -1.599  2.869  0.2405
N  -1.338  -0.404  1.397  0.4016
H  -2.630  -1.577  0.565  0.2009
C  0.185  0.697  -2.008  0.5599
S  1.176  1.496  -3.169  -0.1790
H  -0.933  -0.298  3.401  0.2648
H  2.784  0.039  1.256  0.2437
C  1.836  0.491  -0.459  0.0054
H  2.330  1.590  -0.547  0.3012
H  0.224  2.316  -3.763  0.1830
N  -2.003  -0.863  0.444  -0.0193
N  0.727  0.106  -0.960  -0.5576
H  -1.830  -0.392  -0.526  0.1608
S  -1.475  0.746  -2.140  -0.2848
N  -1.378  -0.782  2.633  -0.3881
N  2.393  -0.339  0.440  -0.3815
H  1.863  -1.226  0.565  0.2484

Summary:
E_LUMO (spin up / spin down) ... -0.160 / -0.234 hartree
Spin multiplicity ... 3
Charge ... +1
Expectation value of S² ... 2.016
HOMO-LUMO gap (spin up / spin down) ... 4.89 / 6.25 eV

Record 3
Here is C2H8N6 as an isolated structure at a distorted geometry from OMol25. Energies are from ωB97M-V/def2-TZVPD.

Last column: Mulliken charge in e.
Geometry (Å):
N  0.459  -0.468  -0.530  -0.7910
N  -0.186  0.772  -0.567  -0.0091
H  -3.378  0.165  -1.066  0.3817
C  1.145  -0.681  0.637  0.5716
C  -1.626  0.903  -0.760  0.4340
H  -1.222  2.544  -2.049  0.2400
H  1.197  1.161  1.671  0.3031
H  2.886  -1.761  1.093  0.1995
N  -2.543  -0.031  -0.374  -0.6139
N  1.890  -1.943  0.661  -0.5109
N  1.266  0.009  1.715  -0.5026
H  -2.076  -1.007  -0.783  0.3250
H  0.293  1.471  -1.085  0.2016
H  1.915  -0.375  2.750  0.3301
H  1.866  -2.731  0.000  0.2277
N  -1.889  1.973  -1.312  -0.7869

Summary:
E_LUMO ... 0.011 hartree
Spin multiplicity ... 1
Charge ... 0
HOMO-LUMO gap ... 8.10 eV

Record 4
Here is a 2-piece molecular cluster, C2H8NO overall at a distorted geometry from OMol25. Energies are from ωB97M-V/def2-TZVPD.

Last column: Mulliken charge in e.
Geometry (Å):
H  0.268  -0.627  1.554  0.3332
C  -0.222  1.268  -1.076  -0.9294
H  0.649  0.919  -1.438  0.4139
H  1.427  0.372  0.747  0.2376
N  -0.722  0.320  -0.070  -0.4903
H  -0.863  1.308  -2.019  0.2696
O  0.060  -2.944  -0.164  -1.1177
C  0.321  0.306  1.026  -0.8076
H  -0.372  -3.480  0.596  0.1309
H  -0.602  -0.661  -0.369  0.3542
H  -0.073  2.259  -0.681  0.3027
H  0.129  0.960  1.894  0.3030

Summary:
E_LUMO ... 0.153 hartree
Spin multiplicity ... 1
Charge ... -1
HOMO-LUMO gap ... 6.54 eV

Record 5
Here is a 2-piece molecular cluster, C2H8NO overall at a distorted geometry from OMol25. Energies are from ωB97M-V/def2-TZVPD.

Last column: Mulliken charge in e.
Geometry (Å):
H  0.366  -1.283  0.920  0.3569
C  -0.626  0.542  -1.156  0.0870
H  0.961  1.722  -1.793  0.2349
N  0.355  -0.569  1.664  -0.4943
H  1.034  -0.818  2.379  0.3687
H  0.440  0.341  1.197  0.3676
H  -0.519  -0.555  2.211  0.3785
H  -1.382  1.323  -1.210  0.3420
H  1.488  0.151  -1.093  0.3122
C  0.657  0.814  -1.299  -0.7850
O  -1.078  -0.649  -0.587  -0.4968
H  -1.696  -1.018  -1.233  0.3285

Summary:
E_LUMO ... -0.144 hartree
Spin multiplicity ... 1
Charge ... +1
HOMO-LUMO gap ... 10.25 eV

Record 6
Here is an isolated ion of composition C2H8NO and charge +1 at a distorted geometry from OMol25. Energies are from ωB97M-V/def2-TZVPD.

Last column: Mulliken charge in e.
Geometry (Å):
H  1.927  -0.085  0.873  0.3383
H  0.696  -0.034  2.034  0.3544
C  0.114  0.807  0.128  -0.5101
H  0.822  1.272  -0.548  0.3218
H  -0.373  1.555  0.750  0.3513
H  -0.755  -1.711  -1.570  0.3175
H  -1.066  0.712  -1.478  0.2751
H  -1.820  -0.301  -0.118  0.3955
O  -0.161  -1.065  -1.201  -0.5360
H  0.613  -1.048  0.720  0.3457
N  0.928  -0.123  1.048  -0.2979
C  -0.925  0.020  -0.637  -0.3556

Summary:
E_LUMO ... -0.136 hartree
Spin multiplicity ... 1
Charge ... +1
HOMO-LUMO gap ... 11.89 eV
SMILES ... [NH3+]CCO

Record 7
Here is a 2-piece molecular cluster, C2H8NO overall at a distorted geometry from OMol25. Energies are from ωB97M-V/def2-TZVPD.

Last column: Mulliken charge in e.
Geometry (Å):
H  -0.600  0.313  0.281  0.2823
C  0.739  -1.169  -0.732  -0.6699
H  2.298  -0.030  0.969  0.2557
N  0.424  -0.044  0.166  0.0833
H  1.789  -1.333  -0.564  0.2929
H  0.048  -2.025  -0.394  0.2987
C  1.403  0.511  0.845  -0.0562
H  -2.814  1.649  0.404  0.3298
H  1.223  1.357  1.537  0.2562
H  -2.676  0.755  -0.801  0.3167
O  -2.287  0.900  0.050  -0.6783
H  0.454  -0.883  -1.762  0.2887

Summary:
E_LUMO ... -0.189 hartree
Spin multiplicity ... 1
Charge ... +1
HOMO-LUMO gap ... 11.35 eV

Record 8
Here is a 2-piece molecular cluster, C2H8NO overall at a distorted geometry from OMol25. Energies are from ωB97M-V/def2-TZVPD.

Last column: Mulliken charge in e.
Geometry (Å):
H  -1.366  0.664  -2.208  0.3230
H  -0.976  -0.633  1.967  0.2793
H  1.169  -1.777  0.613  0.3050
H  1.318  -0.378  1.894  0.3781
H  -0.048  1.265  -2.682  0.3360
C  1.184  -0.708  0.782  -0.8417
H  1.994  -0.298  0.152  0.3218
H  -1.792  0.566  0.615  0.3129
C  -1.112  -0.114  0.997  -0.1314
O  -0.450  0.642  -2.110  -0.6673
N  0.035  0.138  0.476  -0.0094
H  0.046  0.634  -0.495  0.3938

Summary:
E_LUMO ... -0.194 hartree
Spin multiplicity ... 1
Charge ... +1
HOMO-LUMO gap ... 11.65 eV

Record 9
Here is a 2-piece molecular cluster, C2H8NO2 overall at a distorted geometry from OMol25. Energies are from ωB97M-V/def2-TZVPD.

Last column: Mulliken charge in e.
Geometry (Å):
H  -1.782  -0.179  -1.142  0.2487
H  1.197  0.301  -1.497  0.2758
H  -0.744  -2.200  0.390  0.2786
H  0.792  -1.169  0.296  0.1692
N  0.261  0.693  -1.367  -0.7167
O  -0.732  -0.319  1.317  -0.8865
H  0.323  0.904  1.474  0.3836
C  -0.355  -1.111  0.314  -0.5306
C  -0.663  -0.435  -1.206  -0.3738
H  0.337  1.167  -0.430  0.3326
O  0.736  1.823  1.425  -0.7406
H  0.953  1.754  2.390  0.2852
H  -0.324  -1.228  -1.963  0.2744

Summary:
E_LUMO ... 0.167 hartree
Spin multiplicity ... 1
Charge ... -1
HOMO-LUMO gap ... 7.38 eV

Record 10
Here is a 2-piece molecular cluster, C2H8NO2 overall at a distorted geometry from OMol25. Energies are from ωB97M-V/def2-TZVPD.

Last column: Mulliken charge in e.
Geometry (Å):
C  0.106  1.265  0.052  -0.5634
H  0.364  2.123  0.673  0.3597
H  -0.877  0.202  1.646  0.2871
H  0.781  -0.375  1.375  0.2831
O  1.092  -2.800  -0.800  -0.6605
C  -0.123  -0.041  0.872  -0.2053
H  1.865  -2.527  -0.298  0.2871
H  -1.785  1.786  -0.314  0.2535
H  1.035  1.174  -0.519  0.3141
H  0.399  -2.155  -0.557  0.4440
O  -0.695  -1.001  0.104  -0.4749
N  -0.965  1.618  -0.894  -0.6198
H  -1.198  0.732  -1.340  0.2952

Summary:
E_LUMO (spin up / spin down) ... 0.027 / -0.091 hartree
Spin multiplicity ... 2
Charge ... 0
Expectation value of S² ... 0.754
HOMO-LUMO gap (spin up / spin down) ... 10.96 / 7.77 eV

Record 11
Here is a 2-piece molecular cluster, C2H8NO2 overall at a distorted geometry from OMol25. Energies are from ωB97M-V/def2-TZVPD.

Last column: Mulliken charge in e.
Geometry (Å):
H  -1.078  1.351  2.428  0.3389
O  1.099  0.165  -2.384  -0.6184
H  0.170  -1.729  -0.348  0.3356
H  -0.212  -1.026  1.994  0.3194
N  -0.075  -0.771  -0.080  -0.3653
H  -1.789  -0.741  1.248  0.3950
H  1.044  0.793  -3.120  0.3249
O  0.075  1.756  0.786  -0.4147
H  -0.712  -0.601  -0.865  0.3495
H  2.053  0.327  -2.298  0.3188
H  0.736  -0.149  -0.099  0.3889
C  -0.744  -0.425  1.240  -0.5936
C  -0.569  1.050  1.498  0.2208

Summary:
E_LUMO ... -0.135 hartree
Spin multiplicity ... 1
Charge ... +1
HOMO-LUMO gap ... 11.56 eV

Record 12
Here is a 2-piece molecular cluster, C2H8NO2 overall at a distorted geometry from OMol25. Energies are from ωB97M-V/def2-TZVPD.

Last column: Mulliken charge in e.
Geometry (Å):
H  0.097  -1.442  1.597  0.3833
H  -2.024  -0.239  -0.195  0.3153
H  -0.046  1.562  -0.728  0.3658
O  1.533  -0.831  -0.736  -0.4779
H  -1.023  0.175  -1.680  0.4537
H  1.669  -1.755  -1.026  0.4122
H  1.616  1.607  -0.066  0.3247
O  0.554  -0.567  1.424  -0.5358
H  -1.214  -1.589  -1.227  0.3603
C  0.642  -0.310  0.048  0.4281
H  0.227  1.409  0.846  0.3643
C  -1.208  -0.532  -0.915  -1.0277
N  0.693  1.190  -0.070  -0.3663

Summary:
E_LUMO ... -0.135 hartree
Spin multiplicity ... 1
Charge ... +1
HOMO-LUMO gap ... 10.38 eV